1.
Computed, not measured: a structure of composition C39H34BaP2, with ωB97M-V with the def2-TZVPD basis set.

Atoms and positions in Å:
C: -3.285 -1.557 -0.944
C: 4.702 0.358 -1.552
H: 5.173 -0.060 -2.433
H: 1.872 -5.799 -1.187
C: 3.827 1.423 -1.681
H: -2.384 -3.963 -2.399
C: 1.372 3.656 0.870
H: 2.425 5.527 1.101
C: -3.816 -2.435 -1.903
H: -5.175 -2.611 -3.540
C: 4.354 0.357 0.821
H: -0.623 -1.282 2.873
C: 2.932 4.702 -1.387
C: 4.250 4.906 -0.981
C: -0.761 -2.344 3.096
H: 5.637 -1.025 -0.201
C: 0.164 -5.410 0.066
C: -2.900 -3.255 4.022
C: -4.698 0.235 -1.785
C: 1.002 -3.915 -1.636
H: 2.557 7.466 -3.316
H: -4.075 -4.413 -2.671
C: -0.894 -3.261 -0.305
C: -4.231 -3.631 3.917
C: 1.086 -5.096 -0.939
C: 1.316 4.993 2.859
H: -5.928 -3.785 2.611
Ba: 0.164 0.536 -0.320
C: 4.964 -0.184 -0.299
C: -4.889 -3.498 2.706
H: -2.386 -3.357 4.970
H: -1.525 -4.701 1.157
C: -0.101 -1.741 -2.136
C: -0.814 -4.483 0.367
P: -1.969 -1.933 0.273
H: 3.618 1.824 -2.667
C: 1.772 4.796 1.563
H: -5.950 -0.280 -3.450
C: -2.202 -2.743 2.934
H: 1.709 -3.709 -2.432
C: 2.332 5.631 -2.234
C: -0.011 -2.952 -1.382
C: -2.869 -2.618 1.704
C: 4.954 6.018 -1.415
H: -0.557 2.209 3.214
H: 3.017 1.862 1.575
H: 1.608 5.875 3.415
C: -3.398 -3.875 -2.008
C: -4.768 -1.940 -2.793
H: 5.978 6.165 -1.096
C: 4.345 6.943 -2.253
H: 4.727 4.188 -0.324
C: 3.484 1.437 0.696
H: -5.041 1.259 -1.722
H: -1.109 -1.390 -2.363
H: -4.749 -4.026 4.781
H: -0.110 -2.910 2.426
P: 1.938 3.290 -0.821
H: 4.556 -0.052 1.803
H: -4.725 -2.889 0.664
H: 1.312 5.477 -2.565
H: 0.125 4.186 4.447
C: 3.033 6.750 -2.660
H: 0.219 -6.348 0.601
C: -3.737 -0.237 -0.905
C: 0.483 4.044 3.433
H: 0.539 -1.696 -3.016
C: 0.104 2.915 2.711
C: -4.206 -2.996 1.608
H: -3.402 -4.370 -1.036
H: -0.427 -2.514 4.119
C: -5.207 -0.626 -2.743
C: 3.209 1.984 -0.559
H: -3.344 0.432 -0.143
H: 4.895 7.812 -2.590
C: 0.513 2.660 1.392

Calculated values
Gap between HOMO and LUMO: 6.02 eV
HOMO energy: -6.07 eV
Strongest force on any atom: 0.491 eV/A
Charge: 0
Relative energy (zero: lowest compared OMol25 entry of this formula, charge and spin): 0.00 kJ/mol

=====

2.
Computed, not measured: a structure of composition C3H3O2Yb in a non-equilibrium geometry, with ωB97M-V with the def2-TZVPD basis set.

Atoms and positions in Å:
Yb: -0.644 -3.195 0.025
H: 0.654 1.930 0.490
C: 0.729 0.862 0.266
O: -0.540 -0.624 -0.920
H: 0.181 1.057 -1.903
C: 0.278 0.401 -1.035
C: -1.352 -0.781 0.842
O: -0.839 0.073 1.512
H: 1.534 0.276 0.724

Calculated values
Gap between HOMO and LUMO (spin up / spin down): 9.00 / 6.39 eV
HOMO energy (spin up / spin down): -23.88 / -24.94 eV
Strongest force on any atom: 8.088 eV/A
2S+1: 3
Charge: +3
Relative energy (zero: lowest compared OMol25 entry of this formula, charge and spin): 298.45 kJ/mol
Expectation value of S²: 2.0100

=====

3.
Computed, not measured: a structure of composition C25H18N4O3OsPS2, with ωB97M-V with the def2-TZVPD basis set.

Atoms and positions in Å:
N: 0.191 -1.836 -0.054
O: -2.296 2.951 -0.954
H: 2.988 -1.127 0.414
O: 0.411 3.331 -1.729
C: 3.012 2.111 -1.609
C: 0.048 4.942 1.632
H: 1.202 2.926 8.591
C: 0.301 3.763 2.311
H: -0.933 5.395 1.687
C: 0.343 1.918 6.908
H: 3.222 3.641 7.353
C: -1.841 1.964 -0.461
C: 0.486 1.577 5.570
N: -2.052 -0.112 0.796
H: 5.092 1.733 -1.997
C: 4.198 0.199 -0.798
C: 2.608 2.722 5.524
C: 1.621 1.977 4.874
C: -2.753 -1.064 1.409
C: 2.315 4.983 0.830
C: 2.454 3.065 6.855
C: 1.320 2.662 7.549
C: -4.048 1.128 0.393
H: 5.094 -0.397 -0.706
H: -4.669 -1.755 2.052
O: 0.354 -3.867 -1.257
C: -2.685 0.961 0.286
P: 1.963 1.649 3.132
C: 0.274 -2.860 -0.677
C: 1.054 5.552 0.889
C: 3.036 -0.220 -0.171
H: -5.854 0.241 1.146
H: -0.538 1.596 7.447
N: -0.480 1.561 -0.503
H: 0.849 6.472 0.360
C: 4.192 1.383 -1.511
H: -0.294 0.996 5.097
H: -0.482 3.310 2.909
C: 0.558 2.312 -1.129
H: 2.938 3.030 -2.174
H: 3.101 5.462 0.261
H: -4.504 2.008 -0.038
S: 3.702 0.910 2.768
C: 1.891 1.623 -0.978
N: 1.909 0.486 -0.256
H: -2.187 -1.905 1.786
H: 3.553 3.336 1.457
C: -4.128 -0.966 1.550
C: -4.782 0.144 1.044
C: 1.562 3.172 2.227
C: 2.571 3.791 1.495
H: 3.503 3.019 4.992
S: 0.174 0.456 2.626
Os: 0.017 0.018 0.471

Calculated values
Gap between HOMO and LUMO: 6.75 eV
HOMO energy: -11.41 eV
Strongest force on any atom: 0.638 eV/A
Charge: +1
Relative energy (zero: lowest compared OMol25 entry of this formula, charge and spin): 6.00 kJ/mol

=====

4.
Computed, not measured: a structure of composition C21H44AlF9NOS in a non-equilibrium geometry, with ωB97M-V with the def2-TZVPD basis set.

Atoms and positions in Å:
F: 3.094 0.691 -4.520
H: 0.864 -4.091 3.461
H: 2.769 -2.454 1.556
H: -0.532 -2.476 2.904
H: -4.611 0.779 -4.306
F: 3.179 1.068 -6.698
H: -4.029 -2.914 -3.806
H: -5.262 1.534 -2.057
H: 5.053 0.683 8.349
H: -3.948 -1.181 -5.457
C: 2.348 -1.470 1.302
C: 0.765 -3.282 4.205
H: -1.279 1.578 -0.689
C: 2.130 -2.999 4.827
C: -1.874 2.237 -0.045
H: 2.482 0.500 -0.299
H: -3.750 3.389 -2.653
C: -3.352 0.674 -2.566
H: 2.854 -2.645 4.084
C: 0.166 1.825 1.493
F: 0.091 -1.096 -5.292
S: 2.069 0.508 -5.720
H: 2.028 -2.459 -0.626
H: -2.537 1.257 -3.012
N: 0.080 -2.116 3.635
C: 2.068 -2.048 6.047
C: 1.767 -1.512 -0.132
C: -3.111 -2.317 -3.822
H: 4.298 2.016 6.572
H: 0.669 -1.467 -0.147
H: 3.358 0.194 8.512
H: 2.597 -1.115 5.839
H: -1.738 3.691 -1.621
H: 1.817 1.075 -2.521
H: 3.212 -0.786 1.296
H: -1.146 0.465 2.555
H: -5.014 -0.538 -3.210
H: 0.936 1.766 0.707
Al: 1.087 -0.763 2.744
C: 1.396 0.158 -2.099
F: -0.121 0.740 -4.292
C: -4.237 1.566 -1.663
C: 2.310 -0.344 -0.976
F: 1.570 1.998 -5.500
C: 1.187 -0.850 -3.213
H: -2.325 -2.893 -4.317
C: -4.171 -0.002 -3.669
H: 0.158 -3.714 5.027
H: -2.884 -0.105 -1.954
H: 1.870 0.157 3.822
H: -2.664 4.219 -0.237
C: -3.822 3.038 -1.614
H: 2.512 -3.969 5.178
F: 2.261 -1.635 -3.425
H: 3.288 -0.615 -1.390
C: 0.727 -0.212 -4.572
C: -0.316 0.406 1.828
F: 2.613 -0.953 -6.001
H: -0.517 3.751 0.718
F: 1.095 0.390 -6.970
H: -0.737 -0.065 0.926
H: 2.583 -2.511 6.898
O: 3.725 1.301 6.862
H: -4.639 3.607 -1.158
H: 3.826 1.867 8.869
H: -2.801 -2.138 -2.789
H: 0.411 0.426 -1.704
C: 4.016 1.008 8.217
C: -2.487 3.358 -0.894
H: 1.035 -1.825 6.321
H: -2.443 -0.514 -4.856
H: 0.633 2.258 2.387
C: -0.940 2.794 1.050
H: -4.293 1.144 -0.655
H: -1.562 2.986 1.937
H: -2.647 1.648 0.450
F: 0.170 -1.692 -2.892
C: -3.379 -0.987 -4.538

Calculated values
Gap between HOMO and LUMO: 6.30 eV
HOMO energy: -4.15 eV
Strongest force on any atom: 1.754 eV/A
Charge: -1
Relative energy (zero: lowest compared OMol25 entry of this formula, charge and spin): 0.00 kJ/mol